{"formula": "C5H4N2O", "method": "ωB97M-V/def2-TZVPD", "symbols": ["C", "C", "C", "C", "C", "H", "H", "H", "H", "N", "N", "O"], "positions_angstrom": [[-0.90483, 1.06616, 0.54604], [-0.06331, 0.27105, 1.47196], [1.38088, -0.94359, 0.01815], [0.74975, -0.81222, -1.20374], [-1.19212, 0.50851, -0.79847], [-0.43900, 0.42203, 2.50900], [2.31110, -1.46553, 0.02573], [1.29703, -1.19306, -2.01699], [-2.16638, 0.84049, -1.18797], [0.89862, -0.56873, 1.25890], [-0.44353, -0.21673, -1.51258], [-1.42821, 2.09163, 0.88997]], "forces_ev_per_a": [[0.52, -0.51, -0.75], [0.12, -0.81, 0.62], [-1.79, 0.79, -0.87], [0.55, 0.93, 2.32], [-0.34, 0.42, 0.47], [0.68, -0.19, -0.50], [0.48, -0.31, 0.15], [0.33, -0.52, -1.10], [0.35, -0.16, -0.04], [-0.60, 0.59, 0.08], [0.02, -0.90, -0.85], [-0.31, 0.67, 0.48]], "nbo_charge": [0.400, 0.053, -0.023, -0.026, 0.070, 0.202, 0.205, 0.200, 0.198, -0.384, -0.392, -0.501], "relative_energy_kcal_mol": 35.55, "smiles": "O=c1cnccnc1", "total_charge": 0, "total_energy_ev": -10275.2209, "homo_ev": -9.569, "homo_lumo_gap_ev": 8.863}

---

{"formula": "C4H5N3O2S", "method": "ωB97M-V/def2-TZVPD", "symbols": ["C", "C", "C", "C", "N", "N", "N", "O", "O", "S", "H", "H", "H", "H", "H"], "positions_angstrom": [[0.51414, -1.56937, 1.57762], [0.84970, -1.56790, 0.21231], [-0.01315, -0.32021, 1.89908], [0.61252, -0.26773, -0.21063], [0.84432, 0.32750, -1.44067], [1.24647, -0.11824, -2.48519], [0.02202, 0.41639, 0.80580], [-0.66582, 2.21500, -1.41588], [-2.69564, 0.93385, -0.96468], [-2.02462, 1.78849, -1.93739], [0.70437, -2.28754, 2.26581], [1.29544, -2.36159, -0.31517], [-0.70450, -0.01245, 2.74093], [0.44088, 1.52606, -1.41322], [-0.42613, 1.29772, 0.68127]], "forces_ev_per_a": [[-0.44, 2.00, -1.41], [0.16, 1.17, 1.24], [-1.66, -0.93, 1.50], [-0.22, -1.52, -0.19], [0.99, 0.40, -1.51], [-0.55, 0.24, 1.53], [0.43, 1.25, -1.04], [2.14, 1.03, 0.83], [-0.47, -0.51, 0.59], [-0.45, -0.15, -1.06], [0.24, -2.29, 1.71], [0.46, -0.58, -0.64], [1.50, -0.37, -0.93], [-1.82, -0.32, -0.47], [-0.32, 0.58, -0.15]], "nbo_charge": [-0.287, -0.223, -0.005, 0.172, -0.219, 0.060, -0.464, -0.992, -0.900, 1.264, 0.221, 0.237, 0.233, 0.453, 0.450], "relative_energy_kcal_mol": 87.77, "total_charge": 0, "total_energy_ev": -23625.3384, "homo_ev": [-9.426, -7.281], "homo_lumo_gap_ev": [8.564, 5.840]}

---

{"formula": "C24H42As4F24HfN6", "method": "ωB97M-V/def2-TZVPD", "symbols": ["Hf", "As", "F", "F", "F", "F", "F", "F", "As", "F", "F", "F", "F", "F", "F", "As", "F", "F", "F", "F", "F", "F", "As", "F", "F", "F", "F", "F", "F", "C", "C", "C", "C", "N", "H", "H", "H", "H", "H", "H", "H", "C", "C", "C", "C", "N", "H", "H", "H", "H", "H", "H", "H", "C", "C", "C", "C", "N", "H", "H", "H", "H", "H", "H", "H", "C", "C", "C", "C", "N", "H", "H", "H", "H", "H", "H", "H", "C", "C", "C", "C", "N", "H", "H", "H", "H", "H", "H", "H", "C", "C", "C", "C", "N", "H", "H", "H", "H", "H", "H", "H"], "positions_angstrom": [[8.31375, -6.63459, -4.83294], [9.84325, -6.76381, -0.96974], [8.47853, -5.83044, -0.28732], [9.13484, -6.65285, -2.63831], [11.23428, -7.68958, -1.70337], [10.54484, -6.86606, 0.66112], [9.01818, -8.31330, -0.72109], [10.58606, -5.18174, -1.39163], [9.03699, -10.12297, -6.87216], [7.67682, -11.05747, -6.17339], [7.93911, -9.45108, -8.13059], [10.39938, -9.23450, -7.55126], [10.05151, -10.65003, -5.43536], [9.60888, -11.57321, -7.83262], [8.53184, -8.61291, -5.93643], [4.92051, -8.46766, -3.27515], [5.88252, -8.84083, -1.83344], [3.53079, -9.37369, -2.62227], [4.01338, -8.03669, -4.80049], [6.36107, -7.56629, -4.04810], [5.56041, -9.95237, -4.09485], [4.49899, -6.91078, -2.48872], [7.85813, -3.25095, -7.09861], [8.10583, -2.11493, -5.77458], [7.76459, -4.66343, -5.93780], [7.70116, -4.44952, -8.46103], [7.78875, -1.93024, -8.27108], [9.66259, -3.41835, -7.21122], [6.06658, -3.10830, -6.89839], [10.69129, -11.32671, -1.58174], [9.44109, -12.12365, -1.97065], [8.15268, -11.21337, -1.86600], [8.26644, -10.02277, -2.66883], [8.35947, -9.06707, -3.34386], [10.99671, -10.62739, -2.36005], [11.49489, -12.06295, -1.59830], [10.60092, -10.87839, -0.59232], [9.22011, -13.01308, -1.38057], [9.54565, -12.46311, -3.00115], [7.93591, -10.90464, -0.84336], [7.28598, -11.82121, -2.12573], [8.87695, -6.83998, -10.89216], [10.33440, -7.03428, -10.44959], [10.73224, -6.03798, -9.37007], [10.05524, -6.29265, -8.11533], [9.46182, -6.40489, -7.12086], [8.75909, -5.78478, -11.13866], [8.21321, -7.08563, -10.06318], [8.59331, -7.49169, -11.71855], [10.99469, -6.81326, -11.28820], [10.48046, -8.05464, -10.09515], [10.45979, -5.03591, -9.70134], [11.79437, -6.14826, -9.15139], [13.57282, -9.92666, -6.29662], [13.40610, -9.91581, -4.77878], [13.12825, -8.55541, -4.14802], [11.84347, -7.90341, -4.52863], [10.80890, -7.40603, -4.73139], [13.57113, -10.94338, -6.68952], [14.51555, -9.47348, -6.60321], [12.83756, -9.28732, -6.78523], [14.30730, -10.38828, -4.38801], [12.54208, -10.54919, -4.57780], [14.02218, -7.94839, -4.29132], [13.02695, -8.68740, -3.07079], [4.94088, -1.97388, -3.60453], [4.51946, -2.77486, -2.38183], [5.63469, -3.58628, -1.67661], [6.42466, -4.43156, -2.58415], [7.02162, -5.10082, -3.31532], [5.53189, -1.10961, -3.30145], [4.02936, -1.60774, -4.07694], [5.48566, -2.50937, -4.38206], [3.82601, -3.48913, -2.82573], [3.99845, -2.17589, -1.63491], [5.10395, -4.18662, -0.93769], [6.34968, -3.01002, -1.08939], [13.48650, -1.34320, -3.91281], [12.64718, -2.63801, -3.76966], [11.17971, -2.45536, -4.20552], [10.47366, -3.71385, -4.31796], [9.93127, -4.73384, -4.31833], [13.06016, -0.50098, -3.36784], [13.60910, -1.06713, -4.96012], [14.47200, -1.57957, -3.51153], [12.60446, -2.88071, -2.70788], [13.08873, -3.44779, -4.35052], [11.18618, -2.01585, -5.20296], [10.67921, -1.71633, -3.57987], [4.41109, -10.08264, -7.76746], [4.38588, -8.83526, -8.71514], [4.35390, -7.51327, -7.90002], [5.62296, -7.29205, -7.18393], [6.59218, -7.07189, -6.59674], [3.58829, -10.01559, -7.05571], [5.36056, -10.12460, -7.23375], [4.28467, -11.02046, -8.30840], [3.45583, -8.96413, -9.26876], [5.24415, -8.77466, -9.38431], [3.64180, -7.43738, -7.07829], [4.31146, -6.65038, -8.56465]], "forces_ev_per_a": [[0.59, -0.96, -0.07], [0.96, -0.13, 2.07], [1.01, -1.09, -1.07], [-0.73, -0.06, -0.89], [-1.55, 1.34, 0.80], [-0.37, 0.25, -1.88], [0.61, 1.70, -0.20], [-0.30, -1.74, 0.51], [0.39, -3.07, -0.50], [1.57, 1.44, -0.84], [1.32, -0.91, 1.17], [-1.00, -0.27, 0.68], [-1.24, 1.07, -1.92], [-1.12, 2.16, 1.30], [0.20, 0.40, 0.61], [-1.27, -1.72, 0.33], [-0.76, 0.44, -1.45], [1.48, 1.33, -0.84], [1.15, -0.32, 2.00], [0.75, 0.59, -0.18], [-0.84, 2.07, 0.96], [0.26, -1.57, -1.21], [-0.67, 1.35, -2.48], [-0.15, -1.20, -0.61], [0.18, -0.49, 0.52], [0.09, 1.33, 1.91], [0.41, -1.22, 1.07], [-2.03, 0.03, 0.23], [2.19, -0.58, -0.07], [0.18, -1.44, -0.19], [-0.96, 1.46, -0.20], [0.47, -1.24, 0.33], [0.05, 3.08, -2.72], [0.12, -2.40, 1.58], [-0.47, 0.40, 0.19], [0.32, 0.06, 0.45], [0.14, 0.18, -0.19], [0.38, 0.13, 0.29], [-0.12, 0.04, -0.08], [0.38, 0.13, 0.15], [-0.14, 0.33, -0.52], [0.42, -0.02, 0.52], [-0.55, -0.22, -0.49], [0.04, -0.51, 0.14], [-1.90, 0.17, 2.55], [1.02, 0.09, -0.88], [-0.38, -0.07, -0.24], [-0.11, 0.12, 0.07], [0.18, 0.18, -0.09], [0.08, -0.32, -0.06], [0.23, 0.00, -0.11], [0.25, 0.19, 0.26], [0.12, 0.37, -0.12], [0.35, 0.88, -0.16], [-0.84, -0.72, -1.04], [0.10, -0.17, 0.33], [-1.42, 0.79, -0.43], [1.20, -0.99, 0.32], [-0.29, 0.13, -0.02], [0.33, -0.05, 0.16], [-0.44, -0.45, -0.08], [-0.17, 0.27, 0.62], [0.11, -0.21, 0.28], [-0.44, 0.66, -0.20], [-0.04, 0.08, 0.16], [0.00, 0.94, 0.37], [0.54, -0.75, -1.14], [-0.33, 0.05, 0.11], [0.34, -1.00, -0.77], [-0.16, 0.49, 0.17], [0.12, 0.11, -0.20], [0.06, 0.17, -0.07], [0.05, -0.30, 0.25], [-0.27, -0.32, 0.66], [0.08, -0.01, -0.10], [0.37, -0.58, -0.10], [0.03, 0.35, -0.21], [-0.24, -0.91, -0.17], [-0.29, 0.75, 0.43], [0.82, 0.61, -0.84], [-0.99, -1.27, 0.69], [-0.24, 0.51, -0.76], [-0.01, -0.08, 0.03], [-0.05, 0.07, -0.01], [0.04, 0.29, 0.02], [0.31, -0.45, -0.06], [0.10, -0.03, 0.21], [-0.20, -0.02, -0.24], [-0.31, -0.40, 0.17], [0.47, 0.76, -0.43], [-0.58, -0.80, 1.35], [1.20, -0.08, -0.04], [1.09, 0.11, 0.62], [-0.44, 0.35, 0.21], [0.08, 0.08, 0.10], [-0.08, -0.12, 0.18], [0.10, 0.14, -0.18], [0.12, 0.61, -0.33], [-0.12, -0.28, -0.08], [-0.51, -0.20, -0.36], [-0.46, 0.10, -0.01]], "mulliken_charge": [5.212, 1.967, -0.498, -0.574, -0.504, -0.485, -0.442, -0.526, 1.863, -0.432, -0.467, -0.443, -0.504, -0.524, -0.135, 1.972, -0.452, -0.485, -0.493, -0.669, -0.488, -0.474, 1.956, -0.475, -0.587, -0.464, -0.497, -0.498, -0.491, -0.777, -0.577, -0.832, 0.235, -0.365, 0.015, 0.389, 0.308, 0.409, 0.280, 0.356, 0.360, -0.977, -0.465, -0.763, 0.148, -0.220, 0.348, 0.097, 0.386, 0.393, 0.253, 0.307, 0.340, -1.016, -0.162, -0.716, 0.111, -0.253, 0.369, 0.398, -0.029, 0.478, -0.026, 0.539, 0.196, -1.017, -0.454, -0.756, 0.244, -0.550, 0.306, 0.382, 0.165, 0.254, 0.358, 0.329, 0.376, -1.343, -0.281, -0.807, 0.121, -0.261, 0.338, 0.347, 0.377, 0.270, 0.367, 0.309, 0.414, -0.860, -0.538, -0.736, 0.180, -0.517, 0.304, 0.082, 0.385, 0.375, 0.283, 0.296, 0.363], "relative_energy_kcal_mol": 85.94, "total_charge": 0, "total_energy_ev": -344406.4265, "homo_ev": -11.179, "homo_lumo_gap_ev": 9.697}